Below is a cluster of 2 separate species, C21H18BCl4NO in total at a distorted geometry, with properties calculated with ωB97M-V with the def2-TZVPD basis set.

- HOMO-LUMO gap: 4.683 eV
- Multiplicity: 1

Element x y z (Å)
Cl -6.092 0.374 4.160
C 3.255 -0.287 -0.529
C 4.410 0.710 -2.405
H 3.259 -0.678 0.492
H 0.059 0.442 -5.212
C -1.486 -1.621 -1.078
H 0.079 1.885 2.946
N 0.887 0.104 -3.310
C -2.585 -1.798 -1.925
C -4.392 0.483 4.026
H -1.500 -2.048 -0.069
C 0.787 -0.717 -0.543
H 1.002 -1.685 -0.061
C 4.426 0.211 -1.095
C -0.290 -0.458 -2.829
H -4.376 2.635 4.187
O 0.635 -0.045 3.286
C -2.393 1.827 3.866
C -3.768 1.739 4.049
C -2.237 -0.600 3.771
H 5.309 1.106 -2.879
H -3.468 -2.339 -1.586
H 3.242 0.977 -4.176
H 1.764 -0.010 -5.227
H 1.272 1.622 -4.702
C 2.040 0.182 -2.547
C 0.999 0.561 -4.685
H -1.885 2.792 3.884
B 2.147 0.167 3.314
Cl 2.632 0.751 4.998
C -1.410 -0.638 -3.678
Cl 2.654 1.448 2.045
H -1.646 -1.510 3.725
Cl 2.842 -1.502 2.886
C -0.351 -0.912 -1.492
H 0.519 -0.046 0.322
H -4.124 -1.645 4.036
C 2.038 -0.257 -1.212
C -1.625 0.671 3.592
C 3.233 0.662 -3.133
C -3.615 -0.687 3.959
C -2.556 -1.272 -3.224
H -3.399 -1.379 -3.905
C -0.248 0.876 3.192
H 5.350 0.220 -0.519
H -1.394 -0.313 -4.717

Löwdin population analysis, charges in e, atoms 1 to 6: 0.737, -0.095, -0.089, 0.029, 0.060, -0.047

Below is a structure of composition C21H18CoN4OS8 at a distorted geometry, with properties calculated with ωB97M-V with the def2-TZVPD basis set.

- Charge: +1
- HOMO-LUMO gap (spin up / spin down): 6.253 / 6.150 eV
- Relative energy (zero: lowest compared OMol25 entry of this formula, charge and spin): 283.6 kJ/mol
- Multiplicity: 5

Element x y z (Å)
S -0.982 -0.976 -0.286
C 0.999 1.109 4.334
C -0.348 -0.360 -1.828
H 1.920 0.549 4.481
C -0.032 -0.369 -4.199
H 0.151 3.737 -3.816
C -2.678 -0.520 -0.595
H -1.122 0.841 4.574
H 2.662 -2.621 2.459
S 1.870 -0.887 1.018
C 0.091 3.783 -1.656
C 2.862 1.530 2.228
H 4.051 0.093 1.152
Co -0.293 0.553 1.234
C 0.097 3.175 -2.898
H 2.525 -1.085 3.335
H 0.768 -2.636 4.146
S 1.138 1.968 2.710
C 0.679 -2.210 3.146
C 3.042 0.507 1.113
H -0.508 -4.556 -2.663
C 0.028 1.789 -2.965
N 0.251 1.562 -5.398
H -0.215 -2.828 -4.174
C -0.223 0.225 4.515
C -0.267 -1.132 -2.999
N -0.938 -2.531 -0.041
C -3.273 0.434 0.176
N 0.067 -0.858 -5.427
H 3.375 1.229 3.138
C -0.119 1.032 -1.767
H 0.952 1.903 5.082
C -0.806 -3.545 -0.880
C 0.079 1.056 -4.187
H 0.105 3.422 0.460
S 0.275 0.357 -6.470
S -0.649 -0.953 3.183
C -5.102 -0.363 -1.570
C 0.051 2.980 -0.526
S -2.540 1.298 1.453
H -0.892 -4.502 -0.378
S -3.574 -1.274 -1.870
H -0.115 -0.334 5.444
H 2.897 0.977 0.139
C -0.554 -3.562 -2.240
O -6.080 -0.522 -2.218
H 3.308 2.470 1.899
C 2.030 -1.749 2.635
H 0.265 -2.967 2.477
H 0.131 4.855 -1.553
C -0.353 -2.525 -3.144
S -4.955 0.774 -0.221
N -0.050 1.658 -0.562

Löwdin population analysis, charges in e, atoms 1 to 6: 0.933, -0.453, -0.256, 0.065, -0.288, 0.128

Below is a cluster of 2 separate species, C21H18F22NO2S in total at a distorted geometry, with properties calculated with ωB97M-V with the def2-TZVPD basis set.

- Charge: +1
- HOMO-LUMO gap: 6.615 eV
- Multiplicity: 1

Element x y z (Å)
F -2.353 4.553 -2.763
F 6.362 -3.608 0.697
H -2.187 4.975 -0.369
C 3.486 -1.491 -2.232
C -0.751 -1.600 -2.543
F -0.112 -2.257 -1.461
F 6.358 -4.119 -2.078
C 0.086 -1.739 5.404
F 3.379 -0.741 -4.544
F 2.751 -1.982 -1.100
C 1.498 -2.221 -3.930
C -2.908 2.438 5.668
C -2.322 2.875 -1.006
H -2.963 -1.435 3.385
C -1.031 -0.094 -2.091
F 0.231 2.704 -1.336
C -2.632 1.434 -0.564
H -2.985 3.487 6.120
C 5.310 -3.348 -1.470
H -2.931 4.746 2.004
F 7.232 -1.963 -0.581
H -3.282 0.111 -2.337
C -1.877 3.218 -2.496
H -2.651 -2.217 4.955
H -0.327 0.107 -1.194
H -2.151 3.695 3.979
H -2.808 -0.758 -0.794
F 0.322 2.786 -3.694
H -1.728 1.899 3.766
H 0.943 -1.166 5.760
H -0.510 -2.070 6.256
F 1.895 0.145 -3.074
C -0.269 3.305 -2.537
C -2.554 2.625 4.102
H -3.853 1.825 5.847
F 4.525 -3.234 -3.765
C 2.518 -1.082 -3.448
F 0.073 4.688 -2.407
C -2.528 0.126 -1.484
H 0.438 -2.600 4.834
C -2.850 3.858 1.286
F -0.730 -2.868 -4.615
C 5.997 -2.588 -0.240
H -0.781 0.701 -2.864
H -1.987 1.953 6.152
C -2.200 -1.896 4.014
H -1.771 -2.753 3.492
F 4.050 -0.250 -1.768
F -2.450 2.399 -3.488
F 4.371 -4.331 -1.017
O -1.506 0.395 5.196
C -3.251 2.467 1.892
C -3.106 1.253 0.926
C -0.048 -1.781 -3.966
F 1.836 -2.482 -5.304
F -2.053 -2.224 -2.659
F 5.159 -1.708 0.460
O -3.708 2.370 3.230
S -0.908 -0.676 4.335
F 1.705 -3.484 -3.284
H -3.377 0.217 1.324
C 4.736 -2.410 -2.633
F -0.186 -0.678 -4.846
F 5.786 -1.505 -3.012
N -2.418 4.004 -0.091

Löwdin population analysis, charges in e, atoms 1 to 6: 0.057, 0.088, 0.177, -0.174, -0.267, 0.069

Below is a structure of composition C21H18F5IN8PRuS, with properties calculated with ωB97M-V with the def2-TZVPD basis set.

- Charge: +2
- HOMO-LUMO gap (spin up / spin down): 8.186 / 6.333 eV
- Relative energy (zero: lowest compared OMol25 entry of this formula, charge and spin): 200.8 kJ/mol
- Multiplicity: 2

Element x y z (Å)
C 2.731 3.464 2.235
C 1.687 2.363 2.632
F 5.891 1.746 2.314
N -0.526 -1.052 0.937
S -0.925 2.224 1.339
C 2.773 0.877 1.366
H -1.490 2.566 -3.740
N 1.561 1.206 0.505
C 0.223 -4.371 -2.284
H 0.439 -1.046 2.858
F 3.101 -0.424 1.130
C -1.597 -0.020 -1.831
N 0.382 -2.398 -1.288
C 3.861 1.921 0.942
H -3.890 0.071 -3.610
H -4.267 -2.520 1.266
N -2.561 -1.364 1.690
C 2.957 3.151 0.737
H 0.392 -5.329 -2.744
H 2.167 -3.519 -1.676
H -2.936 -4.643 -1.756
H 1.144 2.614 3.538
F 4.446 3.761 3.972
H 0.911 1.795 -2.646
H -2.748 -3.873 -3.353
H 1.226 2.983 -0.735
C -1.256 1.760 -3.066
C 4.100 3.241 2.819
C -3.624 0.920 -2.985
C 0.801 2.200 1.365
C -1.747 -1.260 2.778
N -0.302 0.266 -1.742
P -2.316 -1.542 -1.136
H 1.865 0.349 3.115
Ru 0.909 -0.622 -0.413
F 4.494 1.482 -0.176
H -4.322 -1.585 2.769
C -2.263 -4.486 -2.596
H -3.811 1.839 -3.532
C 4.747 2.347 2.080
F 2.195 4.691 2.462
H -4.226 0.920 -2.080
H -2.009 -5.448 -3.030
N 2.413 1.102 2.722
C -0.910 -2.647 -1.534
C -4.010 -1.570 1.729
I 3.797 4.712 -0.398
H -2.121 -1.344 3.784
N -1.027 -3.848 -2.143
N -2.202 0.873 -2.641
H -4.518 -0.756 1.218
C 1.094 -3.465 -1.750
C 1.643 2.628 0.195
C -0.071 1.375 -2.509
C -0.481 -1.078 2.305
C -1.797 -1.239 0.586

Löwdin population analysis, charges in e, atoms 1 to 6: -0.351, -0.121, 0.180, -0.095, 0.866, -0.389

Below is a structure of composition C21H18LuN6O3S at a distorted geometry, with properties calculated with ωB97M-V with the def2-TZVPD basis set.

- Charge: +1
- HOMO-LUMO gap: 8.072 eV
- Relative energy (zero: lowest compared OMol25 entry of this formula, charge and spin): 35.4 kJ/mol
- Multiplicity: 1

Element x y z (Å)
O 0.016 -1.987 -0.999
C 0.903 4.422 0.685
S 0.495 4.354 2.336
H -2.351 -2.554 1.225
N 0.604 1.581 -1.690
C 1.723 3.142 -4.740
H 2.582 0.528 0.706
C -6.727 1.034 -1.952
C 1.636 2.114 -5.655
O -2.028 -1.250 -0.916
C 0.104 2.717 2.180
H 1.256 0.200 2.692
C -5.695 2.264 0.341
N -0.562 -1.410 1.587
C -4.872 1.620 -0.575
C -7.563 1.676 -1.048
H 2.066 4.128 -5.020
C -5.361 1.000 -1.719
N 1.926 -0.239 0.754
H -5.280 2.729 1.225
O 1.055 -2.941 2.253
H -8.629 1.694 -1.233
H 0.476 -0.464 -3.732
H -0.830 -3.509 1.158
C -3.442 1.536 -0.337
C 0.813 0.530 -3.994
H -0.253 2.129 3.015
C 1.342 2.820 -3.441
N 1.311 3.597 -2.279
H -7.138 0.556 -2.831
C -7.057 2.289 0.092
C 1.187 0.830 -5.287
N 0.231 2.230 0.973
H 2.546 -1.040 2.674
C 1.668 -0.657 2.160
C 0.685 3.211 0.115
C 0.666 -1.803 2.061
H 1.572 4.563 -2.198
C 0.865 2.801 -1.286
H 1.263 5.330 0.228
C -1.171 -2.098 -0.511
Lu -0.340 0.013 -0.158
C 0.899 1.563 -3.061
C -1.302 -2.555 0.945
H -7.726 2.779 0.786
H 2.354 -1.024 0.269
H -4.689 0.494 -2.397
H 1.137 0.055 -6.040
N -2.315 1.415 -0.164
H 1.920 2.297 -6.682

Löwdin population analysis, charges in e, atoms 1 to 6: -0.130, -0.315, 1.113, 0.115, 0.050, -0.003

Below is a cluster of 2 separate species, C21H18N2O4S in total at a distorted geometry, with properties calculated with ωB97M-V with the def2-TZVPD basis set.

- HOMO-LUMO gap: 7.092 eV
- Relative energy (zero: lowest compared OMol25 entry of this formula, charge and spin): 472.7 kJ/mol
- Multiplicity: 1

Element x y z (Å)
C -4.113 -0.452 -2.858
H -4.623 2.873 -2.774
S -0.334 0.712 -3.711
H -2.225 -1.383 -3.275
N 0.167 0.703 -2.157
H -4.644 -1.380 -2.729
C -1.671 -1.026 1.280
H -2.207 2.842 -3.321
O 2.559 0.543 -1.828
H -6.790 0.239 -3.299
H 4.575 -1.450 2.301
O 1.495 1.096 2.526
N 0.640 -1.496 1.682
C -2.095 0.728 -3.303
H 2.685 -1.873 1.965
C 6.330 1.127 3.549
H 3.247 2.458 3.292
H 7.330 1.381 3.860
H -2.486 -0.320 1.260
H 1.219 -3.517 1.453
C 2.319 0.175 2.419
C 4.769 -0.467 2.684
C -4.103 1.936 -2.885
C 0.401 -2.821 1.389
C -2.765 -0.458 -3.140
H 6.834 -0.873 3.023
C 4.045 1.735 3.238
H -2.882 -2.694 0.708
H -6.501 0.225 -1.556
C 1.937 -1.109 2.012
H 5.536 3.060 3.991
C -0.415 -0.619 1.628
H -6.657 1.759 -2.415
C 6.049 -0.138 3.076
C 1.417 0.622 -1.984
H -0.220 0.406 1.879
C 5.325 2.069 3.622
H -1.024 -4.300 0.852
O -0.157 -0.584 -4.434
C 3.738 0.464 2.771
C -6.266 0.743 -2.486
C -1.896 -2.356 0.982
C -0.850 -3.256 1.049
O -0.136 2.006 -4.433
C -2.755 1.925 -3.167
C -4.802 0.746 -2.736

Löwdin population analysis, charges in e, atoms 1 to 6: -0.035, 0.113, 0.730, 0.113, 0.004, 0.115

Below is an isolated molecule of C21H18N2O4S, with properties calculated with ωB97M-V with the def2-TZVPD basis set.

- HOMO-LUMO gap: 7.979 eV
- Relative energy (zero: lowest compared OMol25 entry of this formula, charge and spin): 1.2 kJ/mol
- Multiplicity: 1
- Structure (SMILES): O=C(O)c1ccc2cc(C(=O)Nc3cccn([C@@H]4CCSC4)c3=O)ccc2c1

Element x y z (Å)
O 6.575 -3.307 4.399
C 0.910 0.036 1.909
C -1.815 0.976 -0.505
C 2.941 0.000 3.222
C -3.208 1.096 -5.040
H 2.352 -3.038 1.774
C 1.802 0.674 2.726
C 2.200 -1.997 2.029
H 5.690 0.464 5.173
H -2.220 1.547 -5.136
H -4.555 -1.570 -3.437
N -3.043 0.760 -2.562
H -3.928 0.868 -7.088
H -4.672 2.030 -2.826
S -4.918 -0.855 -5.721
C 4.281 -2.029 3.366
H 4.454 -3.066 3.109
C -2.645 1.971 -0.100
C -3.711 2.372 -0.952
H -4.386 3.159 -0.653
C -3.879 1.764 -2.143
C 3.884 0.644 4.064
H 3.721 1.681 4.330
H -5.401 -0.017 -3.505
C -0.262 0.829 1.411
H -3.939 1.897 -4.907
H 1.622 1.707 2.996
H 7.888 -2.016 5.713
C -4.599 -0.609 -3.946
C 5.174 -1.384 4.176
H -2.454 -0.598 -3.971
O -0.744 1.740 2.058
C 3.143 -1.354 2.868
C -3.573 0.262 -6.258
H -0.248 -0.269 -0.340
O -1.240 -0.595 -2.161
C 4.973 -0.027 4.531
C -3.260 0.124 -3.866
C 1.115 -1.321 1.556
C -1.989 0.310 -1.792
N -0.731 0.445 0.189
C 6.349 -2.155 4.663
O 7.165 -1.426 5.453
H 0.395 -1.837 0.933
H -2.724 -0.330 -6.595
H -2.489 2.445 0.855

Löwdin population analysis, charges in e, atoms 1 to 6: 0.110, -0.119, -0.126, -0.141, -0.201, 0.118

Below is a structure of composition C21H19B3Cl56NO7P at a distorted geometry, with properties calculated with ωB97M-V with the def2-TZVPD basis set.

- HOMO-LUMO gap: 8.830 eV
- Multiplicity: 1

Element x y z (Å)
C 4.343 1.486 1.532
Cl 0.689 -13.636 9.137
C -7.797 2.382 -10.639
Cl 1.937 -10.523 7.356
H -1.266 -3.186 2.095
Cl 1.207 5.486 -6.671
Cl -2.238 8.968 -12.886
C 2.954 -2.500 7.492
H -2.761 -2.572 2.893
C 0.221 7.046 0.601
Cl -3.610 -3.073 -6.289
Cl 0.519 8.319 -12.343
O 0.785 1.443 2.813
H 4.953 1.064 0.725
H 3.300 -1.869 3.316
Cl 3.269 6.760 -5.105
Cl -1.461 3.336 -7.719
C -1.109 8.384 -11.659
Cl 4.896 1.515 -3.817
Cl -1.121 9.483 -10.277
Cl -0.991 3.833 -1.753
H 5.573 0.162 3.160
Cl -1.245 1.080 -2.498
H 3.657 3.139 0.320
C 4.357 -1.622 3.252
Cl -3.670 -4.100 -3.592
C -2.918 -0.277 7.316
Cl 4.604 -1.904 7.685
Cl -3.862 -1.766 7.449
H 4.159 0.251 4.265
H 0.152 -2.004 3.772
B -0.859 -0.396 2.764
H 4.913 -2.101 4.058
Cl -0.239 5.425 1.156
Cl 6.539 0.582 -5.994
Cl 7.134 -0.223 -3.289
Cl -1.584 6.768 -11.130
Cl -5.383 0.594 -6.354
H -2.395 3.872 5.338
Cl -4.368 3.274 -6.534
Cl 2.341 -11.634 4.724
C -0.885 -1.690 3.620
Cl 2.108 -2.415 9.037
Cl 3.368 3.918 -5.581
Cl -2.945 0.580 8.861
C 3.239 2.316 0.910
Cl 1.839 6.978 -0.100
C 1.045 1.616 0.253
Cl 3.870 5.757 -7.743
O -1.446 0.815 3.201
Cl -7.773 2.004 -12.364
Cl -6.770 1.246 -9.767
Cl 0.774 -6.295 1.802
Cl -0.933 7.581 -0.619
H 0.580 4.448 3.334
O -0.178 -0.303 1.548
Cl -3.415 -1.264 -4.056
B -0.417 1.686 3.450
Cl 0.697 2.749 -3.823
H -1.279 -1.443 4.608
N -0.230 2.631 6.111
O -1.922 3.943 4.504
Cl -3.633 0.745 6.061
Cl -7.193 4.025 -10.388
C 1.038 -6.139 3.540
Cl -5.910 -2.600 -4.615
Cl -0.465 -6.545 4.395
C -1.387 3.205 -9.479
H -1.686 -3.685 3.712
Cl 2.103 -1.503 6.303
Cl 2.989 -4.167 6.916
B 0.544 0.865 1.545
C -0.445 -14.840 9.748
C 6.540 1.093 -4.304
Cl 2.332 -7.226 4.041
H -0.956 2.793 6.796
Cl -2.089 -14.377 9.291
H 2.667 2.761 1.729
Cl -0.065 4.210 -10.082
H 4.973 2.108 2.175
P -0.519 3.165 4.683
C -4.151 -2.759 -4.636
C 4.528 -0.113 3.302
Cl -1.108 1.523 -9.932
C 2.928 5.482 -6.276
Cl -0.328 -14.931 11.508
Cl -0.065 -16.417 9.050
C 1.143 -10.964 5.837
H 4.771 -1.990 2.313
Cl -1.257 -0.671 6.888
Cl -7.200 2.811 -6.687
C -0.914 2.705 -3.109
Cl 1.489 -4.480 3.929
Cl 7.587 2.503 -4.116
Cl -2.109 3.151 -4.328
C -5.700 2.278 -5.933
Cl 0.207 8.156 1.969
Cl -0.101 -12.173 6.162
H 0.587 1.248 -0.664
Cl -5.818 2.428 -4.178
O 3.722 0.459 2.277
Cl -9.451 2.266 -10.031
O 0.632 4.200 4.267
Cl -2.926 3.744 -10.164
Cl 0.418 -9.525 5.120
H 0.801 2.685 0.304
C -1.715 -2.839 3.025
O 2.462 1.461 0.105

Löwdin population analysis, charges in e, atoms 1 to 6: -0.185, 0.496, -2.063, 0.518, 0.076, 0.503

Number 1: calculated total energy -2806.78146 a.u.. Number 2: calculated total energy -5673.35104 a.u.. Number 3: calculated total energy -3610.91406 a.u.. Number 4: calculated total energy -2879.96951 a.u.. Number 5: calculated total energy -2999.02356 a.u.. Number 6: calculated total energy -1619.61775 a.u.. Number 7: calculated total energy -1619.79733 a.u.. Number 8: calculated total energy -27579.79757 a.u..